(1)
{
  "formula": "C2H6N2OS",
  "method": "ωB97M-V/def2-TZVPD",
  "homo_energy_ev": -8.472,
  "orbital_gap_ev": 8.48,
  "lumo_ev": 0.009,
  "species": ["C", "C", "N", "N", "O", "S", "H", "H", "H", "H", "H", "H"],
  "xyz": [[2.20, -0.42, 1.11], [-0.89, -1.36, -1.11], [1.41, 0.41, 1.41], [-0.94, 1.26, 0.27], [3.04, -1.16, 0.82], [-1.48, 0.19, -1.20], [-1.33, -2.00, -0.36], [0.22, -1.57, -1.20], [-0.33, 0.80, -1.94], [0.70, 0.89, 0.96], [-1.29, 0.78, 1.08], [-1.32, 2.18, 0.17]],
  "nbo_charge": [0.851, -0.927, -0.791, -1.082, -0.537, 0.717, 0.222, 0.225, 0.153, 0.430, 0.369, 0.369]
}

(2)
{
  "formula": "C2H6N2OS",
  "method": "ωB97M-V/def2-TZVPD",
  "homo_energy_ev": -9.243,
  "orbital_gap_ev": 9.92,
  "lumo_ev": 0.682,
  "species": ["H", "N", "C", "C", "O", "N", "S", "H", "H", "H", "H", "H"],
  "xyz": [[-0.73, 1.73, 0.12], [0.21, 1.39, 0.10], [0.15, 0.14, 0.08], [-1.18, -0.57, 0.14], [-2.23, 0.17, -0.56], [1.35, -0.64, -0.16], [2.85, 0.11, -0.37], [-1.58, -0.59, 1.18], [-1.09, -1.54, -0.23], [-2.07, 0.43, -1.47], [1.44, -1.46, 0.38], [2.87, 0.82, 0.79]],
  "nbo_charge": [0.352, -0.651, 0.387, -0.132, -0.730, -0.779, 0.201, 0.207, 0.183, 0.481, 0.383, 0.098]
}

Verdict on stability: (1) comes out at the bottom.

(1)
{
  "formula": "C3H12O3",
  "method": "ωB97M-V/def2-TZVPD",
  "homo_energy_ev": -10.587,
  "orbital_gap_ev": 11.14,
  "lumo_ev": 0.554,
  "species": ["C", "C", "C", "O", "H", "H", "H", "H", "H", "H", "H", "H", "O", "H", "H", "O", "H", "H"],
  "xyz": [[0.54, 0.23, -0.79], [-0.26, -0.96, -0.34], [-0.55, -0.89, 1.15], [-1.56, -0.83, -1.11], [0.97, 0.18, -1.87], [-0.06, 1.10, -0.86], [1.42, 0.33, -0.15], [0.30, -1.87, -0.61], [0.30, -1.40, 1.63], [-0.56, 0.15, 1.42], [-1.40, -1.53, 1.32], [-1.71, -1.64, -1.59], [4.12, 1.95, 0.38], [4.17, 1.02, 0.58], [4.78, 2.32, 1.02], [-3.85, 0.75, -0.30], [-3.73, 0.68, 0.65], [-2.93, 0.39, -0.54]],
  "nbo_charge": [-0.630, 0.094, -0.639, -0.774, 0.214, 0.225, 0.209, 0.173, 0.212, 0.218, 0.227, 0.483, -0.930, 0.463, 0.468, -0.955, 0.452, 0.491]
}

(2)
{
  "formula": "C3H12O3",
  "method": "ωB97M-V/def2-TZVPD",
  "homo_energy_ev": -10.111,
  "orbital_gap_ev": 10.67,
  "lumo_ev": 0.561,
  "species": ["C", "O", "H", "H", "H", "H", "C", "O", "H", "H", "H", "H", "C", "O", "H", "H", "H", "H"],
  "xyz": [[3.01, -0.70, -2.49], [1.87, -0.85, -1.66], [2.72, -0.63, -3.54], [3.40, 0.26, -2.15], [3.70, -1.51, -2.23], [1.29, -0.16, -1.99], [0.62, -0.07, 4.16], [1.47, -0.89, 3.42], [-0.37, -0.06, 3.69], [0.53, -0.33, 5.22], [0.89, 0.98, 4.04], [1.25, -0.90, 2.49], [-3.53, 0.55, -1.32], [-2.58, 1.15, -2.14], [-3.04, 0.02, -0.50], [-4.18, 1.25, -0.79], [-4.15, -0.16, -1.88], [-2.89, 2.04, -2.34]],
  "nbo_charge": [-0.252, -0.723, 0.166, 0.164, 0.187, 0.459, -0.241, -0.728, 0.156, 0.183, 0.155, 0.474, -0.248, -0.720, 0.172, 0.163, 0.165, 0.468]
}

(3)
{
  "formula": "C3H12O3",
  "method": "ωB97M-V/def2-TZVPD",
  "homo_energy_ev": -10.714,
  "orbital_gap_ev": 11.24,
  "lumo_ev": 0.527,
  "species": ["C", "C", "C", "O", "H", "H", "H", "H", "H", "H", "H", "H", "O", "H", "H", "O", "H", "H"],
  "xyz": [[0.29, 0.76, 1.30], [-0.18, -0.59, 0.82], [0.33, -1.00, -0.55], [-1.71, -0.60, 0.65], [-0.05, 1.07, 2.28], [0.12, 1.51, 0.52], [1.33, 0.57, 1.44], [0.17, -1.21, 1.63], [1.44, -0.90, -0.63], [-0.26, -0.40, -1.34], [0.24, -2.13, -0.77], [-2.10, -0.15, 1.44], [4.26, 2.30, -1.09], [3.52, 2.89, -0.83], [3.79, 1.79, -1.77], [-3.82, -1.50, -1.38], [-4.14, -0.60, -1.06], [-3.22, -1.82, -0.66]],
  "nbo_charge": [-0.632, 0.096, -0.648, -0.773, 0.214, 0.208, 0.216, 0.169, 0.217, 0.235, 0.228, 0.468, -0.927, 0.464, 0.464, -0.956, 0.468, 0.488]
}

Verdict on stability: (2) comes out at the bottom.

(1)
{
  "formula": "C5H4N4",
  "method": "ωB97M-V/def2-TZVPD",
  "homo_energy_ev": -9.594,
  "orbital_gap_ev": 9.32,
  "lumo_ev": -0.277,
  "species": ["C", "N", "N", "N", "C", "C", "C", "C", "N", "H", "H", "H", "H"],
  "xyz": [[-2.19, -1.67, 0.16], [-0.97, -1.24, -0.09], [-0.58, -0.02, -0.02], [-1.29, 1.09, -0.19], [-0.44, 2.05, -0.05], [0.87, 1.58, 0.14], [0.79, 0.27, 0.13], [1.86, -0.68, 0.11], [2.75, -1.40, -0.17], [-2.42, -2.81, 0.02], [-2.91, -0.84, 0.17], [-0.95, 3.01, -0.20], [1.60, 2.26, 0.43]],
  "nbo_charge": [-0.127, -0.225, -0.009, -0.241, -0.031, -0.268, 0.023, 0.260, -0.258, 0.218, 0.187, 0.226, 0.243]
}

(2)
{
  "formula": "C5H4N4",
  "method": "ωB97M-V/def2-TZVPD",
  "homo_energy_ev": [-9.534, -9.532],
  "orbital_gap_ev": [8.09, 8.09],
  "lumo_ev": [-1.442, -1.443],
  "species": ["C", "C", "C", "C", "C", "N", "N", "N", "N", "H", "H", "H", "H"],
  "xyz": [[-1.67, 1.19, 0.02], [2.15, 0.54, 0.08], [-0.85, -1.11, 0.32], [-0.71, 0.37, 0.58], [1.12, 0.29, -0.84], [-2.31, 1.93, -0.54], [2.86, 0.72, 0.97], [0.00, -1.77, -0.74], [0.89, -1.06, -1.12], [-0.51, -1.51, 1.26], [-1.87, -1.50, 0.17], [-0.19, 0.80, 1.37], [1.08, 1.11, -1.52]],
  "nbo_charge": [0.216, 0.205, -0.371, -0.306, -0.138, -0.291, -0.261, 0.015, -0.075, 0.244, 0.244, 0.250, 0.269]
}

Verdict on stability: (2) comes out at the bottom.

(1)
{
  "formula": "C2H7NS",
  "method": "ωB97M-V/def2-TZVPD",
  "s2": 0.75,
  "homo_energy_ev": [-14.925, -14.587],
  "orbital_gap_ev": [11.74, 6.06],
  "total_charge": 1,
  "spin_multiplicity": 2,
  "lumo_ev": [-3.180, -8.532],
  "species": ["C", "S", "H", "H", "H", "C", "N", "H", "H", "H", "H"],
  "xyz": [[0.17, 1.62, -0.40], [-0.76, 0.31, -1.18], [1.12, 1.19, -0.11], [-0.39, 2.01, 0.44], [0.20, 2.48, -1.07], [-0.67, -0.97, 0.08], [0.66, -1.28, 0.41], [-1.39, -1.77, -0.08], [-1.11, -0.38, 0.92], [0.86, -1.69, 1.30], [1.31, -1.53, -0.32]],
  "nbo_charge": [-0.811, 0.838, 0.287, 0.280, 0.284, -0.398, -0.818, 0.250, 0.264, 0.420, 0.404]
}

(2)
{
  "formula": "C2H7NS",
  "method": "ωB97M-V/def2-TZVPD",
  "s2": 0.75,
  "homo_energy_ev": [-13.129, -13.093],
  "orbital_gap_ev": [8.23, 2.41],
  "total_charge": 1,
  "spin_multiplicity": 2,
  "lumo_ev": [-4.903, -10.679],
  "species": ["S", "H", "C", "C", "N", "H", "H", "H", "H", "H", "H"],
  "xyz": [[-0.65, 0.85, 2.94], [-0.19, 0.41, 4.14], [0.94, -0.39, -0.58], [-0.61, -0.45, -2.32], [-0.14, -1.04, -1.29], [1.68, 0.03, -1.27], [1.40, -1.10, 0.10], [0.54, 0.44, 0.02], [-0.18, 0.50, -2.65], [-1.42, -0.93, -2.84], [-1.36, 1.68, 3.76]],
  "nbo_charge": [0.497, 0.186, -0.449, -0.006, -0.370, 0.217, 0.213, 0.180, 0.151, 0.196, 0.185]
}

Verdict on stability: (2) comes out at the bottom.

(1)
{
  "formula": "C32H37N4O10P2S2W",
  "method": "ωB97M-V/def2-TZVPD",
  "homo_energy_ev": -16.231,
  "orbital_gap_ev": 6.34,
  "total_charge": 3,
  "lumo_ev": -9.887,
  "species": ["W", "O", "C", "C", "C", "C", "C", "C", "C", "N", "C", "C", "N", "C", "C", "C", "C", "C", "C", "C", "O", "H", "H", "H", "H", "H", "H", "H", "H", "H", "H", "H", "H", "H", "H", "C", "C", "O", "P", "O", "O", "O", "P", "O", "O", "O", "H", "H", "H", "H", "H", "H", "H", "O", "S", "C", "C", "C", "C", "C", "C", "C", "C", "C", "C", "C", "C", "H", "H", "H", "H", "H", "H", "H", "H", "H", "H", "C", "N", "C", "N", "S", "H", "H", "H", "H", "H", "H"],
  "xyz": [[0.55, 0.00, 0.41], [-0.38, -1.74, 0.55], [-1.39, -2.34, -0.06], [-1.33, -3.68, -0.45], [-2.47, -4.25, -1.00], [-3.67, -3.54, -1.16], [-3.73, -2.23, -0.77], [-2.58, -1.61, -0.25], [-2.60, -0.25, 0.13], [-1.59, 0.53, 0.41], [-1.99, 1.83, 1.00], [-1.08, 1.98, 2.19], [0.22, 1.90, 1.51], [0.87, 3.01, 1.42], [1.84, 3.35, 0.43], [2.51, 4.58, 0.44], [3.28, 4.94, -0.65], [3.36, 4.11, -1.77], [2.68, 2.90, -1.81], [1.95, 2.51, -0.70], [1.26, 1.34, -0.73], [-0.42, -4.23, -0.35], [-2.42, -5.28, -1.31], [-4.53, -4.03, -1.57], [-4.64, -1.66, -0.87], [-3.59, 0.21, 0.19], [-3.05, 1.82, 1.27], [-1.82, 2.63, 0.27], [-1.20, 1.16, 2.90], [-1.20, 2.94, 2.71], [0.56, 3.82, 2.08], [2.41, 5.24, 1.29], [3.81, 5.89, -0.64], [3.94, 4.43, -2.62], [2.72, 2.26, -2.68], [3.01, -3.55, 3.17], [1.85, -2.93, 2.37], [0.72, -3.79, 2.38], [1.16, -1.52, 3.30], [0.11, -2.10, 4.30], [2.23, -0.87, 4.22], [0.50, -0.47, 2.39], [2.34, -2.74, 0.58], [3.92, -2.60, 0.54], [1.81, -3.91, -0.12], [1.96, -1.30, 0.05], [2.69, -3.74, 4.19], [3.89, -2.90, 3.17], [3.27, -4.51, 2.72], [0.81, -4.41, 1.63], [-0.37, -2.88, 3.97], [2.07, -0.94, 5.18], [4.37, -3.43, 0.31], [0.18, -0.46, -1.60], [-0.87, -0.85, -2.69], [0.14, -0.96, -4.13], [1.00, 0.07, -4.49], [1.74, -0.07, -5.65], [1.59, -1.22, -6.44], [0.73, -2.23, -6.06], [-0.01, -2.11, -4.89], [-1.82, 0.61, -2.96], [-1.31, 1.90, -2.81], [-2.13, 2.97, -3.09], [-3.44, 2.76, -3.50], [-3.94, 1.48, -3.65], [-3.13, 0.39, -3.37], [1.09, 0.95, -3.88], [2.41, 0.71, -5.97], [2.16, -1.31, -7.35], [0.62, -3.11, -6.68], [-0.69, -2.89, -4.58], [-0.28, 2.05, -2.50], [-1.75, 3.98, -3.00], [-4.08, 3.61, -3.73], [-4.95, 1.32, -3.99], [-3.50, -0.62, -3.48], [6.60, 1.29, 0.37], [5.33, 1.26, 1.09], [4.22, 0.72, 0.63], [4.19, 0.22, -0.60], [2.86, 0.73, 1.70], [7.35, 1.74, 1.01], [6.51, 1.89, -0.54], [6.93, 0.28, 0.12], [5.30, 1.68, 2.01], [5.03, 0.16, -1.15], [3.41, -0.37, -0.86]],
  "lowdin_charge": [1.945, -0.263, -0.307, 0.028, 0.004, -0.027, 0.000, -0.183, -0.030, -0.060, -0.135, -0.139, -0.137, -0.061, -0.181, 0.019, -0.025, -0.011, 0.015, -0.306, -0.296, 0.102, 0.131, 0.125, 0.133, 0.156, 0.137, 0.134, 0.125, 0.142, 0.161, 0.136, 0.127, 0.128, 0.120, -0.039, -0.542, -0.071, 0.559, -0.028, -0.088, -0.463, 0.471, -0.093, -0.211, -0.520, 0.104, 0.093, 0.110, 0.100, 0.125, 0.139, 0.123, -0.591, 1.176, -0.370, -0.059, -0.040, -0.029, -0.035, -0.056, -0.384, -0.072, -0.043, -0.031, -0.033, -0.068, 0.090, 0.118, 0.125, 0.125, 0.116, 0.091, 0.120, 0.124, 0.124, 0.116, -0.024, -0.015, -0.699, 0.180, 0.911, 0.107, 0.100, 0.103, 0.140, 0.128, 0.082]
}

(2)
{
  "formula": "C32H37N4O10P2S2W",
  "method": "ωB97M-V/def2-TZVPD",
  "homo_energy_ev": -15.051,
  "orbital_gap_ev": 5.06,
  "total_charge": 3,
  "lumo_ev": -9.994,
  "species": ["W", "O", "C", "C", "C", "C", "C", "C", "C", "N", "C", "C", "N", "C", "C", "C", "C", "C", "C", "C", "O", "H", "H", "H", "H", "H", "H", "H", "H", "H", "H", "H", "H", "H", "H", "C", "C", "O", "P", "O", "O", "O", "P", "O", "O", "O", "H", "H", "H", "H", "H", "H", "H", "O", "S", "C", "C", "C", "C", "C", "C", "C", "C", "C", "C", "C", "C", "H", "H", "H", "H", "H", "H", "H", "H", "H", "H", "C", "N", "C", "N", "S", "H", "H", "H", "H", "H", "H"],
  "xyz": [[-0.64, -0.17, -0.12], [1.02, 1.18, 0.38], [2.06, 0.60, 0.81], [3.29, 1.20, 1.13], [4.29, 0.38, 1.59], [4.12, -1.04, 1.79], [2.99, -1.66, 1.42], [1.96, -0.92, 0.65], [2.10, -0.99, -0.86], [1.03, -0.70, -1.46], [1.06, -0.22, -2.84], [0.89, 1.26, -2.63], [-0.27, 1.46, -1.73], [-1.06, 2.40, -2.08], [-2.28, 2.82, -1.44], [-2.88, 4.02, -1.84], [-4.05, 4.43, -1.25], [-4.64, 3.63, -0.28], [-4.06, 2.42, 0.11], [-2.87, 2.02, -0.48], [-2.30, 0.86, -0.13], [3.41, 2.27, 1.08], [5.25, 0.82, 1.84], [4.92, -1.60, 2.26], [2.86, -2.74, 1.53], [3.06, -1.12, -1.35], [0.23, -0.64, -3.40], [2.00, -0.46, -3.32], [0.74, 1.78, -3.57], [1.79, 1.67, -2.15], [-0.78, 2.98, -2.96], [-2.41, 4.61, -2.62], [-4.52, 5.36, -1.55], [-5.57, 3.93, 0.18], [-4.54, 1.80, 0.85], [-4.92, -1.04, -1.01], [-3.77, -1.86, -0.46], [-4.09, -3.24, -0.27], [-3.25, -1.40, 1.28], [-3.57, -2.58, 2.23], [-4.12, -0.24, 1.82], [-1.74, -1.09, 1.33], [-2.25, -1.89, -1.54], [-2.67, -2.91, -2.63], [-1.75, -0.54, -2.05], [-1.05, -2.27, -0.66], [-5.78, -1.10, -0.34], [-5.20, -1.42, -1.99], [-4.64, 0.01, -1.13], [-4.61, -3.56, -1.03], [-3.34, -3.48, 1.96], [-3.72, 0.25, 2.56], [-2.01, -3.49, -3.03], [0.61, -1.16, 0.92], [1.60, 0.13, 3.60], [3.08, -0.17, 4.50], [3.39, -1.37, 5.14], [4.59, -1.49, 5.83], [5.49, -0.43, 5.87], [5.19, 0.76, 5.23], [3.99, 0.90, 4.54], [0.47, -1.10, 4.23], [0.39, -2.38, 3.69], [-0.50, -3.30, 4.23], [-1.31, -2.93, 5.30], [-1.24, -1.65, 5.83], [-0.35, -0.73, 5.29], [2.70, -2.20, 5.11], [4.82, -2.42, 6.33], [6.41, -0.53, 6.43], [5.88, 1.60, 5.29], [3.73, 1.84, 4.09], [1.03, -2.66, 2.87], [-0.54, -4.30, 3.83], [-1.99, -3.66, 5.73], [-1.86, -1.37, 6.67], [-0.27, 0.27, 5.71], [-0.13, 5.10, 1.10], [-0.24, 3.65, 1.25], [-0.96, 3.06, 2.19], [-1.63, 3.82, 3.06], [-1.08, 1.35, 2.35], [0.53, 5.31, 0.26], [0.30, 5.56, 1.99], [-1.10, 5.55, 0.89], [0.32, 3.05, 0.67], [-1.53, 4.82, 3.08], [-2.14, 3.39, 3.81]],
  "lowdin_charge": [2.018, -0.192, -0.347, 0.009, 0.010, -0.037, 0.024, -0.444, 0.056, -0.044, -0.113, -0.132, -0.059, -0.026, -0.146, 0.006, -0.032, -0.009, 0.009, -0.309, -0.376, 0.142, 0.139, 0.140, 0.145, 0.185, 0.126, 0.147, 0.140, 0.137, 0.154, 0.132, 0.126, 0.129, 0.108, -0.016, -0.531, -0.045, 0.606, -0.015, -0.063, -0.480, 0.451, -0.026, -0.311, -0.310, 0.113, 0.111, 0.079, 0.131, 0.131, 0.103, 0.139, -0.274, 1.070, -0.485, -0.068, -0.042, -0.046, -0.056, -0.119, -0.517, -0.103, -0.061, -0.055, -0.051, -0.095, 0.110, 0.121, 0.121, 0.119, 0.107, 0.090, 0.116, 0.119, 0.118, 0.113, -0.027, -0.008, -0.732, 0.158, 0.857, 0.099, 0.103, 0.099, 0.093, 0.118, 0.118]
}

Verdict on stability: (2) comes out at the bottom.

(1)
{
  "formula": "C7H12",
  "method": "ωB97M-V/def2-TZVPD",
  "homo_energy_ev": -8.200,
  "orbital_gap_ev": 9.16,
  "lumo_ev": 0.958,
  "species": ["C", "C", "C", "C", "C", "C", "C", "H", "H", "H", "H", "H", "H", "H", "H", "H", "H", "H", "H"],
  "xyz": [[-2.01, -0.24, 0.60], [-1.28, -0.40, -0.74], [0.58, -0.02, -1.76], [1.28, 1.09, -1.03], [1.30, 0.83, 0.50], [0.99, -0.67, 0.60], [0.19, -0.97, -0.68], [-2.93, 0.33, 0.44], [-2.28, -1.21, 1.03], [-1.41, 0.31, 1.34], [-1.85, -1.06, -1.40], [-1.28, 0.57, -1.26], [2.30, 1.00, -1.46], [0.94, 2.08, -1.33], [2.26, 1.09, 0.95], [0.54, 1.43, 1.00], [0.47, -0.94, 1.53], [1.92, -1.25, 0.57], [0.18, -2.03, -0.95]],
  "nbo_charge": [-0.608, -0.384, 0.152, -0.587, -0.430, -0.424, -0.378, 0.216, 0.209, 0.207, 0.229, 0.231, 0.262, 0.242, 0.215, 0.200, 0.214, 0.209, 0.225]
}

(2)
{
  "formula": "C7H12",
  "method": "ωB97M-V/def2-TZVPD",
  "homo_energy_ev": -9.004,
  "orbital_gap_ev": 10.13,
  "lumo_ev": 1.125,
  "species": ["C", "C", "C", "C", "C", "C", "C", "H", "H", "H", "H", "H", "H", "H", "H", "H", "H", "H", "H"],
  "xyz": [[-0.66, 0.85, 1.62], [-0.20, 1.34, 0.48], [-0.85, 2.55, -0.16], [0.92, 0.73, -0.33], [0.89, -0.74, -0.62], [-0.05, -1.61, -0.26], [0.07, -3.08, -0.54], [-1.49, 1.31, 2.15], [-0.32, -0.08, 2.07], [-1.37, 2.23, -1.05], [-1.51, 3.05, 0.55], [-0.08, 3.31, -0.36], [1.85, 0.97, 0.18], [0.99, 1.27, -1.28], [1.71, -1.14, -1.19], [-0.92, -1.32, 0.30], [1.10, -3.43, -0.52], [-0.27, -3.49, -1.50], [-0.47, -3.63, 0.23]],
  "nbo_charge": [-0.422, 0.040, -0.638, -0.481, -0.171, -0.194, -0.649, 0.193, 0.198, 0.219, 0.213, 0.210, 0.228, 0.215, 0.193, 0.204, 0.211, 0.217, 0.212]
}

Verdict on stability: (1) comes out at the bottom.